# 1
79
Properties=species:S:1:pos:R:3 method="wB97M-V/def2-TZVPD" e_lumo_ha=-0.0046 de_lowest_kcal_mol=0.0 total_energy_ha=-3790.37295 homo_lumo_gap_ev=4.89 multiplicity=1
K -0.14073 -0.44069 1.12377
C -4.36983 0.65991 1.12637
C -3.65993 1.49991 2.16967
S -1.94443 1.93741 1.76997
C -2.12293 3.46081 0.77657
C -2.53773 3.27121 -0.67363
S -1.43473 2.12031 -1.58973
C -2.66943 1.16931 -2.56103
C -2.14673 -0.19849 -2.96673
S -1.77433 -1.32839 -1.58453
C -3.33153 -2.26219 -1.38723
C -4.40183 -1.54539 -0.58503
S -3.74633 -1.05909 1.07137
H -4.24203 1.07911 0.13027
H -5.43833 0.61561 1.35457
H -3.56873 0.93051 3.09317
H -4.21343 2.42311 2.35667
H -1.12993 3.90801 0.82767
H -2.83373 4.12831 1.26927
H -2.51573 4.23431 -1.18973
H -3.54823 2.87411 -0.73543
H -2.91503 1.74901 -3.45713
H -3.56503 1.07121 -1.94783
H -1.20453 -0.09889 -3.50593
H -2.87853 -0.68929 -3.61023
H -3.02733 -3.16979 -0.86473
H -3.69683 -2.53219 -2.37943
H -5.25603 -2.20849 -0.43943
H -4.74523 -0.65099 -1.10073
N 1.54407 -2.81699 0.98387
N 1.03937 -3.84789 1.76427
C -0.01403 -3.56419 2.58837
N -0.42683 -4.53499 3.45387
N -0.49743 -2.35459 2.50307
N -1.56323 -1.96199 3.13907
O -2.23833 -2.72269 3.84797
O -1.85913 -0.77649 3.00167
H 1.86637 -3.13719 0.07977
H 2.24797 -2.23609 1.42617
H 1.66677 -4.58219 2.08887
H -0.29743 -5.49579 3.18027
H -1.32283 -4.28159 3.88067
C 2.07557 4.19221 -0.25103
N 2.56307 3.70491 1.02047
C 3.39337 4.57281 1.82467
C 2.07987 2.49701 1.48847
N 1.14477 1.82251 0.97347
N 2.72417 2.05961 2.63677
C 2.54437 0.87871 3.32027
N 3.36297 0.81021 4.44917
N 1.78597 -0.04599 2.92037
H 2.72207 4.99301 -0.59863
H 1.04947 4.57391 -0.19053
H 2.09407 3.39541 -0.99563
H 3.35887 5.58191 1.41957
H 4.44417 4.25241 1.83007
H 3.03297 4.62171 2.85717
H 0.73937 2.24921 0.15257
H 3.54867 2.57281 2.90007
H 3.61587 1.67891 4.89377
H 3.13897 0.08221 5.11137
H 1.72657 -0.81739 3.57367
C 1.89197 -3.93639 -4.64013
C 1.12597 -4.12969 -3.48153
C 1.06627 -3.15339 -2.52663
C 1.76487 -1.93529 -2.66583
C 1.74557 -0.96609 -1.63183
C 2.46647 0.18271 -1.84573
C 3.18307 0.41991 -3.03433
C 3.22807 -0.52549 -4.02133
C 2.52307 -1.73599 -3.86123
C 2.56577 -2.76189 -4.82913
H 1.95227 -4.72709 -5.37613
H 0.59887 -5.06529 -3.34773
H 0.47917 -3.28919 -1.62813
H 2.49827 0.93041 -1.06373
H 3.71517 1.35691 -3.15983
H 3.80887 -0.36719 -4.92483
H 3.15497 -2.60859 -5.72693

# 2
19
Properties=species:S:1:pos:R:3 method="wB97M-V/def2-TZVPD" e_lumo_ha=0.0039 de_lowest_kcal_mol=191.9 total_energy_ha=-817.07412 homo_lumo_gap_ev=7.88 multiplicity=1
C 1.64977 1.51133 -0.76723
C 0.28799 1.89167 -0.30383
C 2.22235 0.32662 -0.46158
C 0.84585 -1.61302 0.43642
C -2.52475 -0.84719 -0.25025
C -0.34964 -1.30388 -0.03121
C -0.66430 1.01227 -0.02193
C 1.87366 -0.58142 0.76803
N -1.48570 -1.61760 -0.49341
N -2.85601 -0.21329 0.87048
S -2.36969 1.07466 -0.22575
H 1.84282 2.08983 -1.66738
H 0.13986 3.02403 -0.30399
H 3.19607 -0.06634 -0.73651
H 1.13045 -2.64217 0.43285
H -3.49675 -1.12711 -0.81869
H 2.84409 -0.93530 0.95888
H 1.53079 0.01984 1.54715
H -3.81686 -0.00291 1.06794

# 3
37
Properties=species:S:1:pos:R:3 method="wB97M-V/def2-TZVPD" e_lumo_ha=0.0968 de_lowest_kcal_mol=39.4 total_energy_ha=-1703.72309 homo_lumo_gap_ev=6.99 total_charge=-1 multiplicity=1
Pt -0.43612 1.40752 -0.16141
C 3.84302 -0.05294 -0.61949
C 2.74906 0.70083 -1.06946
N 1.67119 0.40070 -0.36193
N 2.02394 -0.52195 0.53716
C 3.33046 -0.81838 0.40711
B 0.99679 -1.12833 1.50708
N -0.17321 -1.70776 0.70147
C -0.56556 -2.99161 0.59859
C -1.68988 -3.03255 -0.19809
C -1.91924 -1.69311 -0.54372
N -1.00041 -0.91486 0.00746
N 0.43342 0.00222 2.40413
C 0.44426 0.06440 3.74449
C -0.16279 1.24308 4.13466
C -0.53086 1.86169 2.93715
N -0.16831 1.10027 1.91628
H 4.85220 -0.03811 -0.99190
H 2.69365 1.42433 -1.86553
H 3.80371 -1.54736 1.04324
H 1.50887 -1.98258 2.16889
H -0.01931 -3.77537 1.09593
H -2.26992 -3.88993 -0.49038
H -2.70315 -1.27865 -1.15338
H 0.87172 -0.73286 4.32722
H -0.32223 1.59585 5.13771
H -1.02769 2.80130 2.76452
O -0.63434 1.63753 -2.20571
N -1.62583 0.87077 -2.52621
C -1.52911 0.25432 -3.66832
C -0.44840 0.36701 -4.59575
N 0.42262 0.45516 -5.34171
C -2.59034 -0.61221 -4.06100
N -3.41064 -1.33637 -4.41648
O -3.32418 4.43158 -0.52536
S -1.88921 4.20626 -0.77135
N -1.20418 3.23011 0.13409

# 4
21
Properties=species:S:1:pos:R:3 method="wB97M-V/def2-TZVPD" smiles="CC(C)C(N)=O.O.O" e_lumo_ha=0.0202 de_lowest_kcal_mol=40.5 total_energy_ha=-440.65062 homo_lumo_gap_ev=10.13 multiplicity=1
N -0.21336 -2.41343 -0.52748
C 0.64610 -1.38759 -0.49805
C 0.16719 0.07291 -0.23121
C -1.16956 0.44236 -1.01357
C -0.21768 0.15373 1.23453
O 1.84166 -1.52426 -0.60149
H -1.14381 -2.29223 -0.56155
H 0.09021 -3.39932 -0.80105
H 1.13099 0.77525 -0.32609
H -1.54261 1.29347 -0.50320
H -1.00606 0.76643 -2.03801
H -1.97424 -0.32033 -1.17011
H -0.85506 -0.65194 1.62807
H -0.78367 1.07582 1.28552
H 0.60134 0.16233 1.96828
H -2.37383 1.77967 2.82500
H -1.64104 3.12586 2.77581
O -1.97986 2.38266 2.16879
H 2.82178 -0.01012 -1.54442
H 4.00113 -0.48935 -2.16869
O 3.60039 0.45806 -1.90108

# 5
15
Properties=species:S:1:pos:R:3 method="wB97M-V/def2-TZVPD" smiles="CO/C=C/[C@@H]1CO1" e_lumo_ha=0.0386 de_lowest_kcal_mol=152.8 total_energy_ha=-345.56138 homo_lumo_gap_ev=10.06 multiplicity=1
C -0.63982 -1.77485 1.82739
C -0.20517 -0.70104 -0.00002
C 0.64787 0.22249 0.65828
C 0.95454 1.35626 -0.42657
C -0.33767 1.99385 -1.16036
H -1.10129 -2.64270 2.21213
H -1.18009 -0.69038 2.18875
H 0.49554 -1.60761 2.07320
H -0.84030 -0.62785 -1.08100
H 1.19697 0.28179 1.52779
H 2.02268 1.85969 -0.32637
H -1.14450 1.32880 -0.47565
H -0.41846 3.07541 -1.70766
O -0.67612 -1.91901 0.54245
O 0.48248 0.97434 -1.76789

# 6
18
Properties=species:S:1:pos:R:3 method="wB97M-V/def2-TZVPD" e_lumo_ha="0.0020 / -0.0007" de_lowest_kcal_mol=91.6 total_energy_ha=-289.82575 homo_lumo_gap_ev="9.00 / 8.75" multiplicity=1
C -0.60113 2.18011 0.28967
C 0.18818 1.19286 -0.55696
C -0.02712 -0.29080 -0.26634
C 1.81882 -2.02665 0.24944
C -1.47133 -0.76953 -0.34907
C 0.77935 -0.91019 0.83483
N 1.02479 -0.98661 2.02642
H -1.68008 2.04069 0.16531
H -0.36367 3.20575 -0.01024
H -0.36130 2.07318 1.35244
H 1.26102 1.41249 -0.48810
H -0.07891 1.31187 -1.61477
H 2.88758 -1.82000 0.23073
H 1.59757 -3.08797 0.35978
H 0.52339 -0.83319 -1.03141
H -1.54238 -1.84384 -0.14704
H -2.14613 -0.24705 0.33276
H -1.80864 -0.60114 -1.37745